No. 1
Density functional theory data (wB97M-V/def2-TZVPD) for a cluster of 2 separate species, C3HClO4P in total.

* charge: -1
* energy: -33129.0773 eV

Last column: Löwdin charge in e.
Positions of all 10 atoms, in Å:
C 0.1153 1.0683 -0.0016  -0.5278
C 1.4822 -0.9363 0.1013  -0.5754
C 0.2492 -0.3752 -0.1300  -0.3832
O -1.1825 1.3738 -0.0744  -0.1809
O 1.0818 1.8539 0.0336  -0.0073
O -3.1494 -0.0931 0.8016  -0.5114
O -0.9924 -0.9095 -0.3670  -0.2595
P -2.3174 0.1405 -0.4527  0.6312
Cl 2.1593 -2.4838 -0.0045  0.5599
H 2.5540 0.3613 0.0938  0.2542

=====

No. 2
Density functional theory data (wB97M-V/def2-TZVPD) for a cluster of 8 separate species, C18H54N2O12 in total.

* spin multiplicity: 2
* ⟨S²⟩: 0.75
* charge: +1
* energy: -47076.8687 eV

Last column: Löwdin charge in e.
Positions of all 86 atoms, in Å:
C 1.3559 2.0270 -5.7927  -0.1571
O 2.4619 1.6564 -6.6070  -0.1347
H 1.7582 2.3820 -4.8439  0.0705
H 0.7335 2.7977 -6.2474  0.0808
H 0.8406 1.0872 -5.5944  0.0726
H 3.2818 2.0853 -6.3510  0.0716
C 2.4524 -0.6973 -3.5427  -0.1251
O 3.6631 -0.4981 -2.7820  -0.1228
H 1.5837 -0.1295 -3.2095  0.0680
H 2.6442 -0.3014 -4.5400  0.0679
H 2.2103 -1.7557 -3.6383  0.0767
H 4.1351 -1.2666 -3.1112  0.0719
C -2.6502 -1.9217 -3.5052  -0.0361
C -2.6665 -2.4845 -2.0293  -0.4130
C -1.2841 -2.8062 -1.4461  -0.1993
O -0.4435 -3.6990 -2.1933  -0.1444
C 0.8301 -3.8558 -1.5436  -0.1270
N -3.3185 -1.5316 -1.1382  0.0442
H -2.2250 -0.9182 -3.5226  0.0666
H -3.6800 -1.9457 -3.8618  0.0703
H -2.2076 -2.4325 -4.3604  0.0745
H -3.2855 -3.3785 -2.1049  0.1270
H -1.2921 -3.0775 -0.3904  0.1037
H -0.8391 -1.8120 -1.4846  0.1097
H 1.5651 -4.3731 -2.1602  0.0834
H 0.8989 -4.5767 -0.7289  0.0761
H 1.3655 -2.9520 -1.2527  0.0690
H -4.2760 -1.3336 -1.3911  0.0836
H -3.4258 -2.0388 -0.2714  0.0697
C 1.5196 -4.7878 4.2889  0.0126
C 2.3728 -3.7388 3.5792  -0.3039
C 1.7299 -2.3044 3.4880  -0.1976
O 0.5066 -2.3696 2.8731  -0.1586
C 0.2729 -1.7174 1.6247  -0.0444
N 3.5485 -3.7817 4.4466  0.3363
H 1.2371 -4.4427 5.2834  0.1114
H 1.9766 -5.7728 4.1933  0.1061
H 0.5565 -4.7311 3.7816  0.1178
H 2.5704 -3.9402 2.5263  0.1681
H 2.4112 -1.7009 2.8882  0.1395
H 1.7640 -1.8638 4.4844  0.1310
H 0.4307 -0.6391 1.6465  0.0803
H -0.7856 -1.7962 1.3768  0.0908
H 0.7823 -2.2343 0.8114  0.0763
H 3.4748 -3.4288 5.3901  0.1575
H 3.9108 -4.7245 4.4454  0.1475
C -3.8036 4.2861 0.7195  -0.2425
C -4.6942 3.3929 -0.2056  -0.2430
O -4.4205 2.0510 0.0019  -0.0542
O -3.8622 3.9267 2.0373  -0.0627
H -4.1261 5.3222 0.6160  0.1239
H -2.7626 4.1985 0.4083  0.1198
H -4.5115 3.7562 -1.2169  0.1248
H -5.7378 3.5256 0.0796  0.1155
H -4.5442 1.9155 0.9442  0.0677
H -4.6075 4.3386 2.4806  0.1178
C 3.8997 3.0566 -1.0716  -0.1873
C 4.0932 2.0991 0.2011  -0.2578
O 3.3231 0.9510 0.1074  -0.0776
O 2.4877 3.3069 -1.2023  -0.0746
H 4.4047 2.6153 -1.9309  0.1109
H 4.6001 3.8610 -0.8471  0.1046
H 3.8734 2.5594 1.1644  0.1162
H 5.1566 1.8600 0.1910  0.1048
H 3.3417 0.8179 -0.8432  0.0534
H 1.9622 3.1777 -0.4093  0.0443
C -0.9930 1.3868 4.2617  -0.2270
C -2.5189 1.2431 4.3580  -0.2330
O -3.1429 1.4249 3.1265  -0.0731
O -0.5609 2.2075 3.1957  -0.0590
H -0.5429 0.3941 4.2650  0.0941
H -0.6385 1.8877 5.1626  0.1157
H -3.0085 1.9392 5.0391  0.1211
H -2.7553 0.2614 4.7685  0.1169
H -3.3410 2.3409 2.9186  0.0414
H -1.2696 2.1912 2.5483  0.0597
C -0.2292 1.1605 -0.2921  -0.2212
C -1.0770 1.5431 -1.5240  -0.2252
O -0.3598 1.9106 -2.6572  -0.0621
O 0.4690 2.2042 0.3916  -0.0767
H 0.4395 0.3290 -0.5146  0.1012
H -0.9049 0.7018 0.4298  0.1001
H -1.4990 2.5152 -1.2692  0.1113
H -1.8587 0.7950 -1.6568  0.1022
H 0.4168 2.4376 -2.4551  0.0713
H 0.8376 1.8327 1.1963  0.0694

=====

No. 3
Density functional theory data (wB97M-V/def2-TZVPD) for a structure of composition C7H14O10Tl.

* charge: +1
* energy: -32640.5722 eV

Last column: Löwdin charge in e.
Positions of all 32 atoms, in Å:
Tl 0.5337 13.2036 1.7191  1.1715
O 0.7511 13.6703 4.4983  -0.1348
H 0.9333 13.4849 5.4374  0.0248
O 4.2149 10.0699 1.8507  0.1995
C 3.1594 10.9189 1.9205  -0.7312
O 1.9755 10.5471 1.9463  0.1123
O 3.3151 12.1586 2.0114  0.1445
H 3.5284 9.3722 1.9834  0.1475
C 2.3684 18.1721 1.0409  0.0200
O 3.1204 17.6751 2.1955  0.0387
C 3.0193 16.4136 2.5342  -0.5989
O 2.3513 15.5492 1.9866  -0.0110
O 3.8182 16.1549 3.5591  0.0507
C 3.9181 14.8006 4.0390  0.0072
H 2.3000 19.2426 0.8716  0.1012
H 1.3681 17.7449 1.0768  0.0928
H 2.9068 17.7478 0.1939  0.1015
H 2.8926 14.4377 4.1863  0.0657
H 4.4723 14.6670 4.9643  0.1098
H 4.3941 14.1471 3.3100  0.0949
C -4.4494 9.9881 3.2612  -0.0085
O -3.1887 10.4252 2.6856  0.0185
C -2.0597 10.5948 3.3740  -0.5954
O -1.0592 11.0352 2.8887  0.0097
O -2.2509 10.2947 4.6576  0.0001
C -1.3308 10.6955 5.6879  -0.0004
H -4.3935 8.9506 3.5959  0.0964
H -5.1724 9.9721 2.4512  0.0995
H -4.7578 10.5257 4.1551  0.0973
H -0.5045 11.2977 5.3072  0.0714
H -0.8523 9.8512 6.1822  0.1011
H -1.9447 11.2359 6.4044  0.1037

=====

No. 4
Density functional theory data (wB97M-V/def2-TZVPD) for an isolated molecule of C4H11NO.

* structure (SMILES): C[C@H](O)CCN
* energy: -7862.9728 eV

Last column: Löwdin charge in e.
Positions of all 17 atoms, in Å:
C -2.2190 0.0606 0.4135  -0.0817
C -0.8719 0.2271 -0.1969  -0.4626
O -0.8560 -0.2091 -1.6258  -0.0819
C 0.1429 -0.5126 0.6553  -0.1658
C 1.5618 -0.4128 -0.0148  -0.2898
N 2.4759 0.7160 -0.0903  0.0059
H -2.6046 -1.0116 0.4171  0.1067
H -3.0441 0.7184 -0.0004  0.0964
H -2.0827 0.3484 1.4731  0.0801
H -0.5873 1.2974 -0.2285  0.1419
H 0.0415 0.0613 -1.9384  0.0711
H 0.0921 -0.1803 1.6842  0.1072
H -0.1602 -1.5900 0.5262  0.1366
H 2.0789 -1.3333 0.3514  0.1011
H 1.2567 -0.8044 -1.0756  0.1203
H 2.4046 1.2048 -0.9663  0.0554
H 2.3713 1.4200 0.6163  0.0593